The following is a quantum chemistry calculation of C26H42O23PSTl as an isolated structure in a non-equilibrium geometry, from the OMol25 dataset.

Computed properties:
HOMO = -10.12 eV
charge = 0
maximum force = 9.45 eV/A
ΔE to the lowest compared entry with this formula, charge and spin = 360.2 kcal per mole
frontier orbital gap = 0.139 Eh
E_tot = -3657.85606 Ha

Geometry (Å):
Tl  0.972001  2.921873  -1.450067
P  0.448721  0.690033  -0.287567
O  0.355971  1.951603  0.601673
O  -0.530259  1.224523  -1.406587
O  0.175871  -0.686617  0.386643
O  1.781031  0.915113  -0.945947
C  -0.398909  1.625063  2.613983
C  0.298291  0.959723  3.680363
C  1.687921  0.372353  3.447683
O  2.555441  1.070493  4.215223
C  1.835681  1.855713  5.096843
O  2.460481  2.419203  5.979563
O  0.557521  1.795693  4.837573
H  0.188171  2.443503  2.197343
H  -1.443199  1.881943  2.791703
H  -0.523959  0.975483  1.747663
H  -0.250999  0.054533  3.939233
H  1.856101  0.289913  2.373893
H  1.714161  -0.580117  3.977033
C  -1.752469  -2.769137  0.965913
C  -0.285829  -2.650827  1.163853
C  0.020531  -1.943737  2.471683
O  1.049961  -2.809377  3.008133
C  0.895591  -4.056567  2.500553
O  1.326381  -5.128567  2.924433
O  0.148181  -3.929567  1.416993
H  -2.166179  -1.760787  0.952823
H  -2.254999  -3.352147  1.737693
H  -1.985459  -3.314347  0.051273
H  0.163981  -2.086807  0.346753
H  -0.757769  -1.803507  3.221803
H  0.427151  -0.990077  2.135083
C  -5.101919  0.451783  -3.005737
C  -3.835739  1.355143  -3.345307
C  -2.400599  0.684303  -3.004577
O  -1.860389  0.561663  -4.270837
C  -2.677169  1.100803  -5.222937
O  -2.345359  1.087763  -6.376987
O  -3.777489  1.585473  -4.693007
H  -5.986329  0.934513  -3.421547
H  -5.235029  0.237673  -1.945287
H  -4.970669  -0.515147  -3.491457
H  -3.955519  2.352343  -2.921837
H  -2.544839  -0.347037  -2.682657
H  -1.740309  1.286743  -2.380737
C  -1.171299  -2.455367  -3.619157
C  -0.272449  -1.490187  -2.886017
C  0.402251  -2.156087  -1.683557
O  1.625771  -2.645907  -2.192707
C  1.860341  -1.866847  -3.285327
O  2.961981  -1.957937  -3.921727
O  0.890911  -1.062487  -3.611827
H  -0.654759  -3.279847  -4.110607
H  -1.671159  -2.004297  -4.476347
H  -1.849559  -2.984727  -2.949947
H  -0.792739  -0.590317  -2.557957
H  -0.146629  -2.967607  -1.205777
H  0.735921  -1.342947  -1.038907
C  -2.654099  2.963283  0.398413
C  -2.730139  1.636033  -0.345147
C  -2.653219  0.470883  0.678703
O  -4.100149  0.149793  0.673493
C  -4.832409  0.795333  -0.209497
O  -5.956549  0.517793  -0.626917
O  -4.017429  1.646493  -0.918867
H  -2.902789  2.759473  1.439903
H  -3.244259  3.805593  0.037403
H  -1.622549  3.306613  0.476763
H  -2.010219  1.573753  -1.161187
H  -2.207679  0.742323  1.635743
H  -2.121009  -0.371957  0.237713
C  3.520261  -1.944687  -0.905277
C  3.181571  -0.870337  0.182993
C  2.352561  -1.249787  1.404053
O  3.382201  -1.155087  2.413663
C  4.453821  -0.475497  1.975283
O  5.400421  -0.292867  2.665053
O  4.473801  -0.421817  0.654383
H  4.249821  -2.722697  -0.680457
H  3.992981  -1.306017  -1.651417
H  2.608651  -2.417387  -1.270807
H  2.661011  -0.058327  -0.324707
H  1.909821  -2.236197  1.265963
H  1.537511  -0.571527  1.656603
C  4.452411  2.499743  0.054553
S  3.394861  3.758723  0.778723
O  2.298111  4.052323  -0.300607
C  2.536011  2.409403  1.732723
H  4.907611  2.019333  0.920643
H  4.996851  3.062773  -0.703527
H  3.784931  1.815363  -0.469067
H  3.089421  1.759503  2.410563
H  1.907151  1.831263  1.055693
H  1.904401  2.962323  2.428033

Force components x, y, z for each atom (eV/Å):
-0.4 -1.3 1.0
-2.5 -0.6 1.8
-0.1 0.9 -3.8
3.1 -0.2 -1.2
-0.7 9.0 -2.8
2.0 1.0 -3.0
-1.1 1.0 0.2
0.4 -1.8 1.9
-2.0 -1.2 0.7
1.1 2.5 0.9
3.8 0.2 1.7
-2.2 -0.5 -1.5
-1.4 0.3 0.1
-1.2 0.1 1.5
0.2 0.5 1.0
0.2 -0.4 1.7
-0.6 0.6 0.9
0.7 1.5 1.9
-0.3 -0.7 -1.1
-1.1 0.2 -0.5
-2.1 -0.8 1.9
0.7 -0.4 0.1
-0.3 -0.1 1.8
0.8 -2.3 1.1
-0.8 3.3 -0.9
0.8 -3.1 -1.1
-0.3 -0.8 0.0
0.2 0.2 0.3
-0.1 0.3 -0.3
0.0 -2.9 1.0
-0.3 -0.4 -0.2
-1.1 -1.0 1.7
2.0 0.3 -1.5
-0.9 -1.2 2.7
-3.4 1.0 -0.9
0.6 0.3 -1.5
1.6 -0.7 -1.6
-0.7 0.3 0.7
0.0 0.1 -2.4
0.0 0.0 0.2
0.1 0.0 -2.3
0.1 0.0 -0.5
0.1 -0.3 0.2
-0.3 0.2 0.9
-1.3 -0.9 -2.1
0.1 -0.4 -1.2
-0.5 -0.7 1.1
0.0 0.5 -0.7
-3.4 -0.9 -4.7
6.7 -1.9 -3.3
-4.6 0.6 2.7
-1.0 0.2 -0.2
0.7 0.0 0.2
-0.4 0.3 0.4
-0.3 0.5 0.1
0.4 -0.6 -0.3
0.1 0.3 -0.2
-0.3 -1.4 -0.6
1.2 0.3 0.9
-0.2 2.3 1.0
-1.8 0.6 -2.8
0.4 -1.1 2.2
-0.7 0.0 -2.3
1.6 1.1 4.1
-1.6 -1.2 1.8
-0.5 0.4 0.1
-0.2 -0.4 -0.3
0.1 0.0 -0.1
-1.7 0.3 2.1
-1.1 -0.3 -0.2
-0.3 0.3 0.1
0.7 1.6 2.0
0.7 -2.1 -1.6
3.2 -0.6 -1.2
-1.4 -0.5 0.5
1.2 -2.8 0.1
0.5 1.4 0.7
-1.1 1.3 0.0
0.1 0.2 0.8
-0.1 -0.4 -0.6
2.2 0.6 1.4
1.6 -1.2 0.5
1.0 0.3 0.2
1.9 -1.2 -1.5
-0.4 1.3 -0.9
-1.2 -3.4 0.7
0.3 1.8 -0.6
0.8 1.8 1.3
0.7 0.1 -0.5
1.0 -0.6 0.3
0.1 -0.1 0.3
1.2 0.7 -0.5
1.0 0.8 0.2
-0.2 0.0 -0.2

Calculated atomic charges, method Mulliken, unit e:
1. Tl 0.937
2. P 0.733
3. O -0.733
4. O -1.364
5. O 2.892
6. O -0.847
7. C -0.120
8. C -0.085
9. C -0.224
10. O -0.597
11. C 0.439
12. O -0.600
13. O -0.413
14. H 0.043
15. H 1.299
16. H -1.132
17. H 0.277
18. H -0.633
19. H 1.043
20. C -1.430
21. C 1.314
22. C 0.534
23. O -0.466
24. C 0.422
25. O -0.629
26. O -0.479
27. H 0.234
28. H 0.487
29. H 0.422
30. H -0.613
31. H 0.678
32. H -0.170
33. C -1.525
34. C 0.883
35. C -0.955
36. O -0.458
37. C 0.418
38. O -0.593
39. O -0.375
40. H 0.392
41. H 0.393
42. H 0.353
43. H 0.332
44. H 0.505
45. H 1.333
46. C -1.506
47. C 2.963
48. C 1.595
49. O -0.385
50. C 0.429
51. O -0.665
52. O -0.356
53. H 0.515
54. H 0.370
55. H 0.258
56. H -2.350
57. H 0.970
58. H -2.284
59. C -1.708
60. C 1.289
61. C 0.456
62. O -0.456
63. C 0.297
64. O -0.567
65. O -0.524
66. H 0.381
67. H 0.399
68. H 0.122
69. H -0.167
70. H 0.899
71. H -1.635
72. C -2.909
73. C 1.919
74. C 2.287
75. O -0.578
76. C 0.389
77. O -0.591
78. O -0.454
79. H 0.335
80. H 0.473
81. H 0.490
82. H -0.513
83. H 0.414
84. H -2.055
85. C -0.344
86. S 0.183
87. O -0.445
88. C -0.629
89. H 0.325
90. H 0.529
91. H -0.171
92. H 0.629
93. H -0.035
94. H 0.491